(1)
{
  "formula": "C6H6Cl2N2O2",
  "method": "ωB97M-V/def2-TZVPD",
  "species": ["O", "N", "O", "C", "N", "Cl", "Cl", "C", "C", "C", "C", "C", "H", "H", "H", "H", "H", "H"],
  "xyz": [[1.89951, -1.81689, -1.21018], [1.17488, -1.58220, -0.28455], [0.72809, -2.38404, 0.49105], [0.72364, -0.12150, -0.12539], [1.96695, 0.62305, -0.27729], [1.63970, 2.33163, -0.36136], [3.07010, 0.28703, 1.04274], [-0.10306, 0.12513, -1.35085], [-1.41975, 0.32779, -1.29446], [-2.12810, 0.36998, -0.03818], [-1.47240, 0.25743, 1.11638], [0.00369, 0.06742, 1.20871], [0.44784, 0.08991, -2.27727], [-1.98182, 0.47882, -2.20297], [-3.19694, 0.50977, -0.06189], [-1.98883, 0.31388, 2.06257], [0.43573, 0.93134, 1.72506], [0.20077, -0.80856, 1.83787]],
  "forces_ev_per_angstrom": [[0.3988, -0.2527, -0.5211], [0.0604, 0.0151, 0.1291], [-0.2052, -0.5918, 0.3195], [-0.6674, 0.2762, 0.3101], [0.8418, 0.5025, -0.1396], [0.0267, -0.3520, 0.1896], [-0.3381, 0.1530, -0.2104], [-0.2450, 0.1801, -0.2098], [0.6122, -0.0796, -0.1670], [-0.1620, -0.0027, 0.6297], [-0.1292, 0.0402, -0.1745], [0.0011, -0.1341, 0.0971], [0.0141, 0.0010, -0.1227], [0.0206, -0.0132, -0.1607], [-0.1271, 0.0148, 0.0901], [-0.1502, 0.0158, 0.0653], [0.0206, -0.0342, -0.0489], [0.0276, 0.2613, -0.0757]],
  "lowdin_charge": [0.097, -0.373, 0.097, -0.533, -0.824, 0.650, 0.637, -0.063, -0.057, -0.086, -0.061, -0.146, 0.119, 0.111, 0.102, 0.110, 0.099, 0.119],
  "e_above_lowest_ev": 2.613,
  "orbital_gap_ev": 8.75,
  "smiles": "O=[N+]([O-])[C@@]1(N(Cl)Cl)C=CC=CC1"
}

***

(2)
{
  "formula": "C5H15N",
  "method": "ωB97M-V/def2-TZVPD",
  "species": ["C", "C", "C", "H", "H", "H", "H", "H", "H", "H", "H", "C", "C", "N", "H", "H", "H", "H", "H", "H", "H"],
  "xyz": [[1.01965, -1.59422, 0.17436], [-0.21641, -1.08312, 0.91366], [0.09638, 0.14716, 1.76465], [1.41325, -0.80773, -0.49131], [0.77689, -2.48138, -0.43443], [1.80561, -1.86847, 0.89801], [-1.00320, -0.82828, 0.17782], [-0.61166, -1.88683, 1.56426], [0.47490, 0.96212, 1.12497], [-0.80535, 0.50289, 2.29090], [0.86725, -0.09862, 2.51429], [-1.45086, 1.06422, -0.65126], [-0.26296, 0.48083, -1.40036], [0.98186, 1.06969, -0.89077], [-1.34283, 0.87782, 0.43050], [-2.39263, 0.60444, -0.99516], [-1.51014, 2.15317, -0.81642], [-0.21044, -0.60966, -1.21731], [-0.40561, 0.63314, -2.48751], [1.78996, 0.68420, -1.39182], [0.98633, 2.07861, -1.07715]],
  "forces_ev_per_angstrom": [[0.4078, -0.3877, 0.1016], [-0.2353, -0.5647, 0.4707], [0.1886, 0.1236, 0.4819], [0.1108, -1.0811, 0.8230], [0.1388, 0.2005, 0.2364], [-0.2121, 0.0209, -0.2971], [0.3737, -0.8733, 1.1684], [0.1399, 0.2869, -0.2723], [-0.0797, -0.5343, 0.6780], [0.3325, -0.1589, 0.0134], [-0.2737, 0.0953, -0.1570], [-0.3731, 0.4524, 0.0545], [-0.2099, 0.0276, -0.7993], [0.3966, 0.8855, -1.1757], [-0.4736, 0.5828, -0.9511], [0.3077, 0.2217, 0.0698], [-0.0812, -0.3212, 0.0191], [-0.1331, 1.0712, -0.9162], [0.0744, -0.0111, 0.2947], [-0.3778, 0.3801, 0.1300], [-0.0213, -0.4161, 0.0274]],
  "lowdin_charge": [-0.134, -0.329, -0.146, 0.033, 0.082, 0.082, 0.058, 0.111, 0.050, 0.076, 0.080, -0.116, -0.349, -0.051, 0.031, 0.089, 0.083, 0.068, 0.111, 0.082, 0.090],
  "e_above_lowest_ev": 1.204,
  "orbital_gap_ev": 10.28,
  "smiles": "CCC.CCN"
}

***

(3)
{
  "formula": "C16H18N6O5",
  "method": "ωB97M-V/def2-TZVPD",
  "species": ["C", "C", "N", "C", "C", "C", "C", "N", "C", "C", "C", "C", "C", "O", "H", "H", "H", "H", "H", "H", "H", "H", "H", "H", "H", "H", "H", "H", "H", "H", "O", "N", "C", "C", "C", "N", "O", "O", "N", "C", "N", "C", "O", "H", "H"],
  "xyz": [[-3.74087, 1.87858, 3.77182], [-3.17865, 0.83630, 2.83617], [-2.17432, -0.00790, 3.47651], [-2.59330, -1.27989, 4.09599], [-2.71766, -2.40461, 3.09318], [-0.83092, 0.43184, 3.48983], [0.18081, -0.52929, 3.62698], [1.54006, -0.25436, 3.56278], [2.07066, 0.98806, 3.81585], [3.41863, 1.19728, 3.74743], [4.25585, 0.16148, 3.37437], [3.72746, -1.08444, 3.09301], [2.38386, -1.28459, 3.20947], [-0.57381, 1.63270, 3.31383], [-4.52848, 2.46738, 3.29732], [-4.16133, 1.41240, 4.66370], [-2.96031, 2.56627, 4.10115], [-3.96998, 0.19369, 2.43581], [-2.69423, 1.30804, 1.97330], [-1.88377, -1.53362, 4.89072], [-3.54838, -1.10715, 4.60280], [-3.05741, -3.33381, 3.55712], [-3.42670, -2.14435, 2.30674], [-1.76411, -2.60578, 2.60422], [-0.09512, -1.56421, 3.65423], [1.38936, 1.78000, 4.07776], [3.82764, 2.16498, 3.98688], [5.31600, 0.32497, 3.28813], [4.36698, -1.88891, 2.77194], [1.95128, -2.24611, 2.99358], [2.35916, -2.12902, -0.44279], [2.80783, -1.21212, -1.14285], [1.87858, -0.25607, -1.71057], [0.53047, -0.48736, -1.66157], [-0.25356, 0.45567, -2.29907], [-1.60019, 0.63554, -2.54484], [-2.46973, -0.18557, -2.15788], [-1.86055, 1.76223, -3.23578], [-0.68093, 2.31667, -3.45211], [0.30414, 1.56493, -2.91806], [1.63755, 1.81070, -2.95007], [2.35916, 0.89709, -2.35977], [4.01332, -1.08161, -1.38998], [0.10654, -1.32789, -1.13912], [3.42896, 1.04254, -2.38271]],
  "forces_ev_per_angstrom": [[-0.1737, 0.4071, 0.2667], [0.5726, -0.1459, -0.0923], [0.7800, -0.4948, 0.3767], [0.2642, 0.8201, -0.1329], [-0.0694, -0.3335, -0.2341], [-0.8387, 0.6303, -0.1350], [0.1221, -0.7856, 0.3417], [-0.5133, -0.1990, -0.0700], [-0.4135, -0.1474, 0.0844], [0.4551, -0.5005, -0.2234], [0.5751, 0.3217, -0.0392], [0.0128, 0.1870, 0.1482], [-0.0106, 0.4124, 0.0758], [-0.3292, 0.3633, -0.2817], [-0.0342, -0.0444, -0.0438], [-0.0756, -0.0601, 0.0199], [0.0306, -0.1135, -0.1011], [0.0562, -0.0279, 0.1191], [-0.1389, 0.0499, 0.1583], [-0.0458, 0.0639, -0.1472], [-0.0143, 0.0010, -0.0902], [-0.0191, 0.0582, 0.0395], [-0.0570, 0.0041, 0.0013], [0.0473, 0.0169, 0.0193], [0.3875, -0.2898, -0.1504], [-0.2726, -0.2893, -0.0543], [-0.1027, 0.1509, -0.0052], [0.1955, 0.0396, 0.0060], [-0.0144, -0.1885, 0.0007], [-0.3631, 0.0821, 0.0210], [0.2122, 1.3123, -0.9417], [1.3526, -1.4607, 0.9466], [-1.3481, -0.2550, -0.0566], [0.1160, -1.0015, 0.7834], [-1.6708, 1.8126, -1.2766], [-0.9731, -4.8187, 2.8344], [0.5023, 1.9245, -1.0571], [0.7848, -1.7462, 1.0979], [3.0955, 2.1052, -1.0100], [-1.4626, 1.1607, -0.7479], [0.1411, -0.0450, 0.0456], [0.7656, 1.0195, -0.6733], [-1.6617, 0.1984, 0.1360], [-0.0096, -0.2381, 0.0160], [0.1430, 0.0435, 0.0257]],
  "lowdin_charge": [-0.087, -0.231, -0.089, -0.230, -0.089, -0.469, -0.047, -0.027, -0.011, -0.050, -0.084, -0.063, -0.034, -0.013, 0.070, 0.068, 0.070, 0.111, 0.117, 0.112, 0.114, 0.074, 0.068, 0.062, 0.083, 0.121, 0.113, 0.102, 0.113, 0.129, 0.069, -0.323, -0.108, 0.139, -0.096, -0.164, 0.045, 0.111, 0.119, -0.277, 0.173, -0.040, 0.079, 0.144, 0.128],
  "orbital_gap_ev": 4.67
}

***

(4)
{
  "formula": "C41H37F5HgP2",
  "method": "ωB97M-V/def2-TZVPD",
  "species": ["Hg", "C", "C", "C", "C", "C", "C", "C", "C", "C", "H", "H", "H", "H", "H", "H", "H", "H", "H", "H", "H", "H", "H", "H", "H", "P", "P", "C", "C", "C", "C", "C", "C", "C", "C", "C", "C", "C", "C", "C", "C", "C", "C", "C", "C", "C", "C", "C", "C", "C", "C", "C", "C", "H", "H", "H", "H", "H", "H", "H", "H", "H", "H", "H", "H", "H", "H", "H", "H", "H", "H", "H", "H", "H", "H", "F", "C", "C", "C", "F", "C", "F", "C", "F", "C", "F"],
  "xyz": [[-0.16435, 1.90544, -1.03930], [-3.69844, -1.21873, 4.82927], [-2.43225, -1.24936, 4.39469], [-1.67816, -2.52114, 4.11156], [-1.76891, -3.01260, 2.64933], [-3.14921, -3.01483, 2.04661], [-4.29383, -3.32571, 2.66287], [-4.42349, -3.63054, 4.12680], [-4.57545, -2.41342, 5.08899], [-1.98053, 2.31719, -2.15088], [-4.13860, -0.25288, 5.10959], [-1.84022, -0.32191, 4.33607], [-2.01575, -3.31014, 4.79394], [-0.61951, -2.34488, 4.35101], [-1.14029, -2.37185, 2.00226], [-1.33515, -4.03136, 2.56484], [-3.18261, -2.70018, 1.00117], [-5.24159, -3.37634, 2.10821], [-3.59661, -4.26075, 4.47063], [-5.34041, -4.22510, 4.24421], [-5.62217, -2.06707, 5.04845], [-4.41266, -2.74807, 6.13392], [-2.57304, 3.05934, -1.60407], [-2.54591, 1.38162, -2.19539], [-1.79019, 2.66727, -3.16620], [2.00507, 1.50253, -0.12632], [0.91944, 0.37351, -3.10050], [2.41729, -0.11924, -0.79060], [2.14107, -0.46703, -2.06511], [3.61241, 2.33817, -0.33356], [4.82164, 1.64390, -0.13904], [6.03660, 2.31525, -0.26705], [6.04886, 3.67833, -0.59530], [4.84285, 4.36627, -0.79752], [3.62481, 3.69986, -0.67877], [1.94713, 1.29395, 1.68862], [1.26431, 0.17335, 2.18705], [1.04118, 0.04528, 3.56228], [1.44807, 1.06243, 4.43482], [2.22600, 2.12609, 3.95486], [2.52778, 2.20427, 2.59182], [1.96411, 0.36392, -4.64923], [3.25611, 0.92707, -4.56433], [4.17026, 0.77115, -5.60457], [3.80566, 0.06751, -6.76395], [2.50996, -0.44326, -6.88000], [1.59070, -0.28701, -5.83424], [-0.22221, -1.04515, -3.39276], [-1.31068, -0.83212, -4.25958], [-2.19297, -1.87496, -4.54094], [-2.02689, -3.12370, -3.93397], [-0.94963, -3.33577, -3.07274], [-0.04128, -2.30609, -2.80970], [3.06552, -0.72715, -0.15775], [2.66332, -1.29486, -2.56809], [4.82705, 0.58182, 0.11520], [6.97616, 1.78320, -0.09808], [6.99984, 4.20501, -0.68943], [4.85219, 5.43349, -1.03562], [2.67798, 4.22371, -0.83717], [0.93049, -0.60352, 1.50155], [0.57743, -0.85147, 3.93946], [1.17259, 1.01415, 5.48963], [2.58489, 2.89991, 4.63716], [3.20704, 2.97272, 2.21635], [3.55755, 1.45626, -3.66034], [5.17701, 1.18954, -5.51925], [4.53376, -0.07597, -7.56815], [2.21839, -0.97333, -7.78847], [0.59022, -0.69993, -5.95046], [-1.44398, 0.14441, -4.72985], [-3.00730, -1.70203, -5.24302], [-2.73842, -3.92854, -4.13920], [-0.80697, -4.30968, -2.60507], [0.81256, -2.49997, -2.16328], [-1.06875, 3.70343, 1.60525], [-1.91794, 2.64896, 1.51130], [-1.81633, 1.72746, 0.49149], [-2.73008, 0.69480, 0.44811], [-2.59570, -0.31104, -0.46480], [-3.81560, 0.61802, 1.32350], [-4.80870, -0.27137, 1.08621], [-3.87015, 1.52041, 2.38749], [-4.85780, 1.47521, 3.30687], [-2.92117, 2.53072, 2.48398], [-2.94342, 3.37312, 3.53623]],
  "forces_ev_per_angstrom": [[-1.2850, 1.0325, 0.1073], [0.6338, 0.4171, 0.1328], [-0.2157, 0.1857, 0.4616], [0.2775, -0.1476, 0.0264], [0.2557, 0.1012, -0.1787], [-0.5519, -0.0164, -0.1587], [0.1839, 0.2514, -0.1730], [-0.3501, -0.4349, 0.5296], [-0.3158, 0.0077, -0.2063], [0.2373, 0.7587, -1.1132], [0.2153, -0.3297, -0.2605], [-0.5148, -0.2935, -0.1577], [0.2153, 0.2516, -0.1652], [-0.2140, -0.2139, -0.0364], [-0.1630, -0.1639, 0.3218], [-0.1488, 0.4208, 0.1145], [-0.1100, -0.3020, 0.1406], [0.5393, 0.3570, 0.0229], [-0.2481, 0.0275, -0.1374], [0.2625, -0.0183, 0.1320], [0.3201, -0.1377, 0.0064], [-0.0954, 0.0228, -0.4357], [0.1911, -0.1325, -0.1562], [0.2530, 0.0533, 0.0959], [-0.2442, 0.0720, -0.1468], [0.7381, 0.0775, 0.8817], [0.1856, -0.6359, -1.3283], [0.0889, -0.5850, -0.8401], [0.5435, -0.0845, 0.8507], [0.2042, 0.4112, -0.4044], [-0.0682, 0.2975, -0.0231], [-0.1498, 0.2656, -0.0444], [-0.3783, -0.0527, 0.0248], [0.3589, -0.0089, 0.0548], [0.1386, -0.4395, 0.1746], [0.1563, -0.5100, 0.3790], [0.0966, 0.3764, 0.4085], [0.4144, 0.5138, -0.3420], [0.1356, 0.0230, -0.2932], [-0.2106, -0.2995, -0.1793], [-0.3599, -0.0404, -0.2431], [0.2967, -0.2377, -0.1419], [-0.2942, -0.2677, -0.1312], [-0.1425, -0.1231, -0.2986], [-0.1051, 0.1212, 0.2842], [0.1599, 0.2543, 0.1670], [0.2831, 0.0735, -0.0232], [0.0132, -0.0559, -0.2385], [0.2060, -0.2929, 0.2400], [0.1406, 0.0737, 0.0790], [0.0683, 0.1271, -0.0269], [-0.0369, 0.1570, -0.0376], [-0.3146, 0.0242, -0.2518], [0.0355, 0.0030, -0.2832], [-0.2139, 0.0830, 0.5588], [-0.0452, 0.3744, -0.0381], [-0.3296, 0.1719, -0.0951], [-0.2927, -0.1392, 0.0249], [0.0381, -0.3983, 0.0347], [0.3195, -0.1376, 0.0307], [-0.1379, 0.1394, 0.1262], [-0.1900, 0.0595, 0.0607], [0.1918, -0.0315, -0.2843], [-0.0468, -0.3136, -0.2202], [-0.3793, -0.0457, 0.1392], [-0.0322, -0.0837, -0.1192], [-0.3677, -0.1307, 0.0128], [-0.3061, 0.0692, 0.2953], [0.0330, 0.1484, 0.2886], [0.2528, 0.0198, 0.1114], [-0.0488, -0.2223, 0.1780], [0.1107, -0.0841, 0.2206], [0.2882, 0.2832, 0.0783], [-0.0479, 0.2284, -0.1115], [-0.2836, 0.0258, -0.0742], [0.1013, -0.2177, 0.0192], [-1.2239, -0.7844, 0.2072], [0.5891, -0.9825, 1.4079], [-0.2376, 0.5330, 0.6889], [-0.0495, 0.1979, 0.0998], [0.0303, -0.0400, -0.4335], [0.4056, 0.3054, 0.5371], [-0.1906, 0.0292, -0.1238], [0.2236, -0.0989, -0.4201], [0.7277, 0.2335, -0.2349], [-0.2203, -0.1255, -0.1451]],
  "lowdin_charge": [0.855, -0.111, -0.105, -0.202, -0.176, -0.116, -0.106, -0.204, -0.178, -0.317, 0.100, 0.098, 0.097, 0.083, 0.097, 0.119, 0.095, 0.108, 0.095, 0.104, 0.108, 0.119, -0.020, -0.030, -0.048, 0.886, 0.977, -0.313, -0.343, -0.375, -0.083, -0.074, -0.074, -0.077, -0.095, -0.355, -0.089, -0.068, -0.065, -0.069, -0.074, -0.342, -0.109, -0.086, -0.089, -0.081, -0.082, -0.369, -0.120, -0.076, -0.080, -0.077, -0.085, 0.082, 0.099, 0.104, 0.109, 0.106, 0.109, 0.106, 0.098, 0.072, 0.109, 0.108, 0.105, 0.097, 0.105, 0.104, 0.105, 0.091, 0.111, 0.107, 0.107, 0.105, 0.089, 0.039, -0.257, -0.172, -0.268, 0.024, -0.137, 0.086, -0.145, 0.088, -0.147, 0.089],
  "e_above_lowest_ev": 0.000,
  "orbital_gap_ev": 6.55
}

***

Which lowest unoccupied orbital energy belongs to each record? In order, -0.49 1.14 -2.30 -0.04 eV.
Which total energy belongs to each record? In order, -1412.4103 -254.1979 -1324.9068 -2919.8020 hartree.